{"formula": "C10H34Li2N8O16", "method": "the ωB97M-V functional and the def2-TZVPD basis", "elements": ["Li", "Li", "C", "C", "C", "O", "C", "C", "C", "O", "O", "O", "H", "H", "C", "O", "N", "N", "H", "H", "H", "H", "C", "O", "N", "N", "H", "H", "H", "H", "C", "O", "N", "N", "H", "H", "H", "H", "C", "O", "N", "N", "H", "H", "H", "H", "O", "H", "H", "O", "H", "H", "O", "H", "H", "O", "H", "H", "O", "H", "H", "O", "H", "H", "O", "H", "H", "O", "H", "H"], "positions_angstrom": [[0.550, -1.881, 4.387], [-1.320, 4.048, -7.464], [1.048, 0.795, -1.651], [0.774, 0.556, -0.309], [-0.567, 1.146, 0.262], [-0.872, 0.896, 1.445], [-1.504, 1.839, -0.625], [-1.182, 1.910, -1.926], [0.184, 1.451, -2.430], [0.603, 1.860, -3.589], [-2.043, 2.511, -2.687], [1.613, 0.019, 0.478], [2.034, 0.546, -2.015], [-2.486, 2.218, -0.380], [7.415, -5.817, 2.339], [8.055, -4.922, 2.838], [7.944, -6.989, 2.139], [6.198, -5.710, 1.906], [8.890, -7.203, 2.420], [7.422, -7.709, 1.660], [5.806, -6.497, 1.409], [5.833, -4.770, 1.954], [-6.676, -0.578, 3.703], [-7.767, -0.932, 4.127], [-6.502, -0.206, 2.488], [-5.551, -0.466, 4.400], [-7.339, -0.244, 1.925], [-5.604, 0.127, 2.169], [-4.631, -0.278, 4.029], [-5.613, -0.757, 5.365], [-3.177, -5.412, 1.694], [-2.238, -4.774, 2.132], [-3.601, -5.410, 0.475], [-3.751, -6.316, 2.380], [-4.358, -6.030, 0.222], [-3.383, -4.665, -0.171], [-3.607, -6.364, 3.379], [-4.469, -6.873, 1.939], [6.258, 6.178, -6.145], [7.381, 6.634, -5.962], [5.562, 6.464, -7.198], [5.663, 5.416, -5.240], [4.675, 6.009, -7.363], [5.900, 7.116, -7.891], [4.743, 5.014, -5.352], [6.243, 5.081, -4.483], [1.962, -2.728, -8.147], [2.745, -2.443, -7.677], [1.308, -2.057, -7.953], [-4.955, 5.722, 3.622], [-5.058, 6.004, 2.713], [-5.662, 5.092, 3.759], [-0.584, 4.687, 5.652], [-1.511, 4.754, 5.424], [-0.248, 3.989, 5.090], [2.088, -4.942, -3.005], [2.385, -4.244, -2.421], [2.784, -5.598, -2.967], [-5.749, 7.224, -0.918], [-5.318, 6.689, -1.584], [-6.458, 7.666, -1.386], [7.119, -0.047, 1.451], [7.508, -0.627, 2.105], [6.212, -0.344, 1.375], [0.677, -0.369, 7.646], [0.083, -0.806, 8.256], [1.054, 0.351, 8.153], [-7.798, 1.440, -3.047], [-6.895, 1.750, -3.116], [-8.238, 1.808, -3.813]], "forces_ev_per_a": [[-0.09, 0.44, -0.48], [0.08, -0.25, 0.55], [1.14, -1.69, 1.94], [1.15, -0.01, 1.58], [-2.04, -0.31, 0.33], [0.54, 0.02, 0.03], [2.10, -1.69, 2.59], [-1.93, 2.28, -2.96], [0.01, 2.70, -4.51], [-1.43, -0.53, 1.30], [1.63, -1.16, -0.31], [-1.40, 0.37, -0.48], [0.01, -0.04, -0.14], [0.12, -0.10, 0.65], [2.33, 1.42, 0.85], [0.44, 1.58, 0.93], [1.60, -4.32, -0.69], [-3.47, 0.68, -0.89], [-0.35, 0.31, -0.04], [0.39, 0.02, 0.21], [-0.51, 0.81, 0.02], [-0.44, -0.48, -0.39], [-1.42, -0.56, 1.75], [0.01, -0.31, 0.73], [-0.08, 1.08, -4.64], [1.82, -0.45, 3.15], [0.54, 0.22, -0.34], [-0.54, -0.01, -0.40], [-0.46, -0.04, -0.09], [0.17, 0.10, -0.22], [3.39, 1.82, 0.49], [0.79, 1.54, 0.43], [-1.51, 0.83, -4.93], [-3.00, -4.22, 3.78], [0.19, 0.47, -0.21], [0.18, -0.23, 0.24], [-0.01, -0.14, -0.40], [0.06, 0.00, 0.75], [3.04, 0.84, 1.83], [0.34, 0.00, -0.03], [-2.79, 0.71, -3.70], [-1.00, -1.73, 1.77], [0.25, 0.27, -0.10], [0.09, -0.28, 0.36], [0.32, 0.08, 0.07], [-0.24, 0.11, -0.17], [-0.02, -0.15, -0.26], [0.20, 0.03, 0.17], [-0.18, 0.12, 0.12], [0.14, 0.05, 0.24], [0.04, 0.11, -0.30], [-0.16, -0.16, 0.05], [0.15, 0.04, 0.31], [-0.27, 0.09, -0.12], [0.10, -0.13, -0.24], [-0.16, -0.12, -0.10], [-0.01, 0.31, 0.14], [0.15, -0.17, -0.04], [0.01, 0.05, 0.21], [0.20, -0.21, -0.11], [-0.20, 0.13, -0.06], [0.12, 0.15, -0.06], [0.17, -0.16, 0.15], [-0.30, 0.01, -0.11], [-0.03, -0.33, -0.42], [-0.17, -0.09, 0.20], [0.16, 0.28, 0.03], [-0.15, -0.12, 0.12], [0.33, 0.04, 0.07], [-0.15, 0.06, -0.16]], "lumo_ev": -2.747, "max_force_ev_per_a": 6.41, "charge": 0, "e_homo_ev": -4.839, "gap_ev": 2.1}

***

{"formula": "C10H36NO6", "method": "the ωB97M-V functional and the def2-TZVPD basis", "elements": ["N", "H", "H", "H", "H", "C", "O", "H", "H", "H", "H", "C", "C", "C", "O", "H", "H", "H", "H", "H", "H", "H", "H", "C", "C", "C", "O", "H", "H", "H", "H", "H", "H", "H", "H", "C", "C", "C", "O", "H", "H", "H", "H", "H", "H", "H", "H", "O", "H", "H", "O", "H", "H"], "positions_angstrom": [[-9.632, -2.442, -9.892], [-9.656, -2.525, -10.898], [-9.783, -1.449, -9.781], [-8.761, -2.597, -9.403], [-10.390, -2.968, -9.482], [-8.694, -6.855, -7.960], [-8.942, -5.759, -8.823], [-8.495, -6.569, -6.927], [-9.509, -7.568, -7.838], [-7.766, -7.338, -8.264], [-8.642, -4.929, -8.445], [-5.451, -1.215, -10.900], [-4.625, -1.207, -9.651], [-3.211, -1.077, -10.028], [-5.133, -0.289, -8.708], [-6.528, -1.266, -10.742], [-5.194, -2.141, -11.414], [-5.148, -0.387, -11.541], [-4.712, -2.188, -9.183], [-2.951, -1.731, -10.860], [-2.533, -1.198, -9.183], [-3.134, -0.052, -10.389], [-4.420, 0.186, -8.276], [-10.378, -4.780, -12.951], [-9.273, -4.597, -11.999], [-8.118, -5.527, -12.288], [-8.755, -3.318, -12.311], [-11.142, -4.103, -12.569], [-10.873, -5.751, -12.932], [-10.139, -4.528, -13.984], [-9.609, -4.563, -10.963], [-7.168, -5.088, -11.982], [-7.942, -5.948, -13.278], [-8.197, -6.379, -11.612], [-8.325, -3.283, -13.168], [-6.707, -1.646, -6.177], [-7.306, -2.837, -6.945], [-8.790, -3.159, -6.638], [-7.339, -2.443, -8.325], [-6.955, -0.695, -6.648], [-5.623, -1.722, -6.086], [-7.251, -1.636, -5.232], [-6.684, -3.714, -6.764], [-8.939, -3.506, -5.615], [-9.175, -3.944, -7.289], [-9.340, -2.219, -6.682], [-6.657, -1.783, -8.470], [-10.017, 0.163, -9.433], [-10.385, 0.526, -8.628], [-9.639, 0.917, -9.886], [-11.599, -3.903, -8.720], [-11.833, -4.115, -7.817], [-11.929, -4.641, -9.233]], "forces_ev_per_a": [[-0.67, 0.82, -0.45], [0.92, -0.64, -0.65], [-0.48, 0.87, 0.65], [1.10, -0.52, -0.07], [-0.53, -0.32, 0.55], [1.06, 0.00, 0.94], [-0.75, -0.14, -0.38], [-0.03, 0.54, 0.14], [-0.18, 0.16, -0.82], [-0.21, -0.41, -0.23], [0.29, -0.39, 0.07], [-0.16, -0.42, -0.50], [-0.84, -1.86, 0.32], [1.03, 1.39, -0.05], [-0.15, 0.70, 0.08], [-0.01, 0.35, 0.09], [-0.03, 0.01, -0.24], [-0.38, 0.15, -0.05], [-0.25, -0.42, 0.11], [0.05, -0.10, 0.27], [0.10, -0.16, -0.10], [0.56, 0.20, -0.19], [0.10, 0.03, 0.08], [-2.45, -0.38, 0.22], [2.06, -0.48, -2.31], [0.83, -1.59, 1.85], [0.05, 2.36, 0.98], [-0.42, 0.29, -0.61], [0.31, -0.26, 0.01], [0.19, -0.01, 0.16], [0.35, -0.46, -0.11], [-0.05, 0.32, 0.04], [-0.71, 0.44, -0.29], [-0.06, -0.37, -0.10], [-0.12, -0.30, -0.08], [-1.09, -0.56, 0.44], [-0.65, 0.99, -0.09], [0.99, 0.43, 0.92], [0.06, -0.85, -0.49], [-0.01, -0.11, -0.23], [-0.18, -0.01, 0.26], [0.69, 0.13, 0.49], [0.05, -0.19, -0.36], [0.25, -0.17, 0.07], [-0.24, 0.45, 0.06], [-0.29, -0.10, -0.46], [0.26, 0.25, -0.07], [-0.04, 0.30, 0.02], [-0.19, 0.03, 0.30], [0.17, 0.22, -0.26], [-0.21, 0.06, -0.02], [-0.02, 0.04, 0.33], [-0.09, -0.31, -0.22]], "de_lowest_kj_mol": 169.3, "lumo_ev": -2.335, "max_force_ev_per_a": 3.13, "charge": 1, "e_homo_ev": -12.958, "gap_ev": 10.6}

***

{"formula": "C10H37BBrN14O9S", "method": "the ωB97M-V functional and the def2-TZVPD basis", "elements": ["C", "C", "O", "C", "O", "B", "S", "Br", "H", "H", "H", "H", "H", "H", "H", "H", "H", "C", "O", "N", "N", "H", "H", "H", "H", "C", "O", "N", "N", "H", "H", "H", "H", "C", "O", "N", "N", "H", "H", "H", "H", "C", "O", "N", "N", "H", "H", "H", "H", "C", "O", "N", "N", "H", "H", "H", "H", "C", "O", "N", "N", "H", "H", "H", "H", "C", "O", "N", "N", "H", "H", "H", "H"], "positions_angstrom": [[-0.937, -0.548, 6.290], [0.515, 0.250, 6.059], [1.347, 0.032, 7.261], [0.217, 1.860, 5.823], [1.185, 2.562, 4.992], [1.170, 2.248, 3.579], [-0.303, 1.375, 2.861], [2.819, 1.093, 3.213], [-1.578, -0.080, 7.157], [-0.622, -1.662, 6.571], [-1.535, -0.636, 5.264], [1.032, -0.289, 5.162], [2.085, -0.575, 6.946], [-0.926, 2.087, 5.562], [0.338, 2.332, 6.917], [1.304, 3.276, 2.978], [-1.516, 2.054, 3.062], [4.777, -1.075, 0.400], [5.084, -0.933, 1.573], [5.552, -1.734, -0.480], [3.636, -0.585, -0.117], [5.316, -1.862, -1.450], [6.420, -2.119, -0.132], [3.024, -0.082, 0.512], [3.365, -0.692, -1.080], [0.975, -3.243, -0.022], [1.120, -2.042, -0.187], [-0.208, -3.794, 0.304], [1.985, -4.122, -0.150], [-0.347, -4.781, 0.445], [-0.995, -3.167, 0.410], [2.893, -3.748, -0.394], [1.885, -5.114, -0.017], [-2.692, 2.507, 0.159], [-3.083, 1.809, 1.082], [-1.391, 2.630, -0.159], [-3.528, 3.214, -0.622], [-1.050, 3.200, -0.915], [-0.728, 2.114, 0.404], [-4.516, 3.150, -0.416], [-3.226, 3.794, -1.386], [-7.228, 3.002, -1.578], [-6.629, 2.540, -0.619], [-8.429, 2.544, -1.975], [-6.740, 4.010, -2.323], [-8.937, 2.911, -2.762], [-8.832, 1.785, -1.441], [-5.838, 4.384, -2.058], [-7.218, 4.403, -3.116], [-4.533, -0.842, 3.725], [-3.467, -1.437, 3.747], [-4.684, 0.357, 3.135], [-5.652, -1.333, 4.287], [-5.553, 0.863, 3.106], [-3.866, 0.763, 2.699], [-5.582, -2.234, 4.742], [-6.539, -0.858, 4.279], [4.262, -0.491, -4.325], [3.872, -1.189, -3.403], [5.563, -0.368, -4.644], [3.426, 0.216, -5.106], [5.904, 0.201, -5.400], [6.226, -0.884, -4.081], [2.438, 0.151, -4.901], [3.729, 0.796, -5.871], [4.290, -2.459, -8.398], [3.958, -2.956, -9.463], [5.527, -1.979, -8.174], [3.450, -2.348, -7.353], [5.819, -1.567, -7.305], [6.190, -2.043, -8.935], [2.509, -2.698, -7.480], [3.706, -1.943, -6.469]], "forces_ev_per_a": [[0.97, -0.69, -0.57], [-1.93, -0.47, -0.54], [0.74, -0.82, -1.81], [0.43, 0.28, 1.95], [-2.22, -1.31, 1.34], [0.28, 1.97, 0.76], [-2.02, -1.29, -0.84], [0.25, -0.53, -0.47], [1.27, -0.86, -1.73], [-0.83, 2.33, -0.35], [1.20, 0.48, 2.29], [-1.00, 1.46, 1.42], [-1.43, 1.35, 0.70], [2.48, -0.81, 0.06], [-0.15, -1.04, -2.18], [0.41, 0.25, -0.25], [1.59, -0.16, 0.08], [-0.97, 0.95, 1.06], [0.46, -0.30, -0.01], [1.70, -1.30, -1.08], [-0.44, 0.67, -0.14], [-0.17, 0.11, 0.09], [-0.40, 0.18, -0.10], [0.03, -0.21, 0.02], [0.00, -0.17, 0.15], [0.01, 1.31, -0.05], [-0.18, -0.34, -0.20], [-1.55, -0.29, 0.22], [1.51, -0.80, -0.38], [0.06, 0.24, 0.03], [0.29, -0.19, 0.10], [-0.30, -0.10, 0.18], [0.01, 0.24, 0.02], [0.71, -0.41, 0.47], [-0.42, 0.02, 0.05], [0.94, -0.16, -0.23], [-1.54, 0.84, -0.71], [-0.16, -0.09, 0.18], [0.07, 0.03, 0.29], [0.08, -0.16, -0.07], [0.11, -0.18, 0.22], [0.42, -0.37, 0.70], [-0.01, 0.11, -0.01], [-1.32, -0.80, -0.09], [0.90, 1.14, -0.58], [0.12, -0.08, 0.17], [0.16, 0.30, -0.23], [-0.39, -0.10, -0.15], [0.11, -0.09, 0.17], [1.09, 0.36, -0.43], [-0.14, -0.29, 0.10], [0.23, 0.77, -0.32], [-1.40, -1.22, 0.97], [0.21, -0.12, -0.04], [-0.17, 0.07, -0.20], [-0.04, 0.41, -0.18], [0.24, -0.07, -0.01], [-0.43, -0.23, 0.85], [0.11, -0.12, -0.03], [1.60, -0.38, -0.26], [-1.19, 0.41, -0.65], [-0.06, 0.04, 0.23], [-0.20, 0.27, -0.17], [0.33, 0.09, -0.03], [-0.06, -0.06, 0.16], [-0.54, -0.43, -0.58], [0.05, 0.00, -0.11], [1.61, 0.54, -0.22], [-1.11, -0.06, 0.71], [-0.09, -0.17, -0.08], [-0.27, 0.02, 0.32], [0.38, 0.12, 0.09], [-0.08, -0.08, -0.10]], "lumo_ev": 1.425, "max_force_ev_per_a": 2.91, "charge": -1, "e_homo_ev": -3.874, "gap_ev": 5.3}

***

{"formula": "C10H38O14", "method": "the ωB97M-V functional and the def2-TZVPD basis", "elements": ["O", "H", "H", "O", "H", "H", "O", "H", "H", "O", "H", "H", "C", "C", "O", "O", "H", "H", "H", "H", "H", "H", "C", "C", "O", "O", "H", "H", "H", "H", "H", "H", "C", "C", "O", "O", "H", "H", "H", "H", "H", "H", "C", "C", "O", "O", "H", "H", "H", "H", "H", "H", "C", "C", "O", "O", "H", "H", "H", "H", "H", "H"], "positions_angstrom": [[6.494, -25.567, 8.910], [6.155, -25.034, 9.629], [7.148, -26.134, 9.320], [3.821, -29.946, 11.090], [3.536, -29.573, 10.256], [4.475, -30.602, 10.848], [6.178, -24.625, 10.620], [5.641, -24.055, 11.170], [6.527, -25.282, 11.223], [5.347, -26.722, 12.104], [6.205, -26.519, 11.729], [5.318, -26.223, 12.921], [0.592, -28.349, 9.192], [1.093, -28.655, 10.680], [1.733, -27.538, 11.161], [1.444, -28.655, 8.142], [0.241, -27.317, 9.200], [-0.319, -28.871, 8.899], [1.637, -29.588, 10.531], [0.305, -28.898, 11.391], [2.251, -27.820, 11.918], [2.287, -28.260, 8.377], [2.204, -24.677, 6.764], [2.837, -24.826, 8.162], [2.656, -23.710, 9.033], [2.947, -23.635, 6.039], [1.142, -24.502, 6.936], [2.467, -25.563, 6.185], [3.908, -25.029, 8.173], [2.508, -25.795, 8.535], [1.720, -23.648, 9.238], [2.960, -22.798, 6.509], [2.429, -23.715, 11.706], [1.296, -22.649, 11.736], [0.216, -23.205, 10.922], [1.963, -24.741, 12.656], [3.418, -23.446, 12.077], [2.786, -24.133, 10.765], [1.872, -21.796, 11.377], [1.034, -22.567, 12.791], [-0.125, -23.950, 11.423], [1.366, -25.337, 12.198], [3.897, -28.896, 7.065], [4.204, -29.790, 8.307], [3.303, -29.794, 9.370], [2.654, -29.306, 6.551], [4.700, -28.894, 6.327], [3.720, -27.847, 7.304], [5.177, -29.506, 8.709], [4.296, -30.807, 7.927], [2.545, -30.323, 9.111], [2.028, -29.079, 7.243], [3.842, -25.906, 10.349], [3.993, -27.071, 9.381], [2.746, -27.582, 8.991], [3.440, -26.403, 11.640], [2.944, -25.419, 9.969], [4.779, -25.353, 10.414], [4.599, -27.873, 9.802], [4.442, -26.778, 8.432], [2.367, -27.883, 9.819], [4.231, -26.672, 12.113]], "forces_ev_per_a": [[1.63, -4.00, -6.15], [-0.36, -0.51, -3.56], [0.35, -0.25, -0.47], [4.36, -1.87, 14.11], [1.41, 2.59, 5.45], [0.05, -0.09, 0.42], [1.33, 6.03, 9.55], [-0.34, 0.78, 0.41], [0.45, 0.77, -0.15], [9.77, -1.14, 2.34], [0.43, -1.38, 0.16], [0.56, 0.26, 0.91], [-2.76, -0.42, 0.67], [-3.40, -1.98, -1.76], [-1.34, -1.20, 0.45], [-10.60, -3.03, 1.00], [0.45, 0.57, -0.19], [-0.21, -0.43, 0.88], [0.41, 0.37, 1.07], [-0.67, -0.23, -0.56], [0.45, 0.47, 0.06], [0.81, -1.08, -2.26], [2.91, 1.50, 0.88], [-0.17, -0.38, -1.66], [-0.19, 0.09, -1.82], [-1.10, -0.74, -0.17], [-0.18, 0.13, -0.68], [-0.67, -0.15, 0.08], [0.07, 0.83, -0.87], [-1.17, 0.94, -0.20], [-0.49, 0.24, 0.13], [-0.25, -0.11, 0.40], [-0.73, -1.45, 2.29], [2.27, -2.16, -0.64], [0.86, 1.47, 0.21], [-0.26, 1.24, -0.09], [-0.10, 0.97, 0.87], [-1.47, 0.62, 0.70], [-1.47, 0.76, -0.67], [-0.28, 0.37, -0.24], [-0.06, -0.04, 0.16], [0.39, -0.35, -0.20], [-1.39, -0.01, 0.26], [2.10, 0.36, -2.25], [-4.98, -2.59, -19.09], [3.61, -1.97, -4.08], [0.06, -0.59, 0.02], [0.98, -0.23, -0.21], [0.07, -0.07, 0.25], [-0.02, -0.07, -0.04], [-0.34, 0.01, -0.04], [-0.77, -1.26, -1.96], [-1.47, -2.58, 0.98], [1.79, 0.41, -0.37], [6.95, 7.95, 6.07], [-2.89, 2.31, -1.16], [1.21, -0.16, 1.06], [-2.45, -0.65, -0.51], [0.11, 0.14, 0.21], [0.50, 0.14, 0.63], [0.40, 1.04, 0.76], [-4.17, -0.21, -1.40]], "de_lowest_kj_mol": 2195.2, "lumo_ev": -0.811, "max_force_ev_per_a": 19.89, "charge": 0, "e_homo_ev": -8.562, "gap_ev": 7.8}

***

> Among the records above, which one has the highest charge?

C10H36NO6